A cluster of 2 separate species, C5H10O in total in a non-equilibrium geometry, computed with ωB97M-V/def2-TZVPD.

Orbital gap in eV: 9.21
Multiplicity: 1
E in Eh: -271.62714
Molar mass in u: 86.134

Positions of all 16 atoms, in Å:
C  1.8898  -2.2762  -0.7909
C  0.6122  -2.6352  -0.7394
C  -0.0423  -2.4655  0.5842
C  -0.2870  -0.9404  0.8941
C  -0.3673  -0.0018  -0.0778
H  2.4962  -2.2749  -1.7065
H  2.4085  -1.7960  0.0323
H  0.2063  -3.3091  -1.4995
H  0.4754  -3.0317  1.3936
H  -1.0983  -2.9080  0.5701
H  -0.4413  -0.5661  1.9152
H  -0.0150  0.9982  -0.1073
H  -0.9773  -0.4062  -0.9159
O  -1.3482  6.3947  0.0590
H  -0.8023  5.7390  0.5441
H  -2.1876  5.9495  0.2466

***

A cluster of 16 separate species, C48H128O16 in total in a non-equilibrium geometry, computed with ωB97M-V/def2-TZVPD.

Orbital gap in eV: 9.97
Multiplicity: 1
E in Eh: -3109.37412
Molar mass in u: 961.536

Positions of all 192 atoms, in Å:
C  18.4708  16.1171  17.9128
C  17.7277  14.7964  17.8559
C  17.1364  14.4215  16.5239
O  18.6624  13.8043  18.1297
H  19.2142  16.1123  17.1156
H  19.1037  16.1707  18.7986
H  17.7998  16.9660  17.7823
H  16.9512  14.8409  18.6195
H  16.4470  15.1823  16.1577
H  16.4504  13.5950  16.7094
H  17.8215  14.1304  15.7276
H  18.3200  12.9285  17.9365
C  18.1000  20.0493  17.1627
C  17.4684  20.1553  18.5698
C  16.4599  21.3112  18.7015
O  16.8183  18.9704  18.8829
H  18.8149  20.8701  17.1047
H  17.3095  20.0929  16.4135
H  18.7717  19.2076  16.9939
H  18.2319  20.3004  19.3342
H  15.8513  21.0395  19.5639
H  15.9496  21.4856  17.7542
H  16.9658  22.2331  18.9882
H  16.0340  18.9592  18.3293
C  14.9524  15.9972  20.6950
C  15.3232  17.1008  21.6968
C  15.0451  16.6972  23.1521
O  16.7311  17.4282  21.5346
H  15.2084  16.2261  19.6605
H  13.8755  15.8316  20.6668
H  15.5259  15.1269  21.0142
H  14.8610  18.0607  21.4664
H  15.2429  17.5370  23.8183
H  15.6348  15.8092  23.3797
H  14.0380  16.3968  23.4411
H  16.8863  17.8194  20.6717
C  15.7357  17.4741  14.0898
C  15.2609  18.8752  13.7396
C  15.0248  19.0364  12.2123
O  14.0905  18.9294  14.5048
H  15.0638  16.6774  13.7703
H  15.9087  17.3689  15.1608
H  16.7318  17.3115  13.6783
H  16.0019  19.6229  14.0221
H  14.7567  20.0782  12.0363
H  14.2410  18.3775  11.8387
H  15.9559  18.9125  11.6593
H  13.4864  19.6084  14.1954
C  13.8949  12.0641  15.5278
C  13.5393  13.5624  15.4485
C  13.4190  14.1048  14.0116
O  12.2433  13.7526  16.0989
H  14.8019  11.7548  15.0083
H  13.1202  11.4668  15.0468
H  13.9746  11.7214  16.5594
H  14.3242  14.1105  15.9696
H  12.6738  13.5381  13.4534
H  14.3067  14.0170  13.3852
H  13.0516  15.1292  14.0731
H  12.3292  13.4849  17.0168
C  15.1893  11.8558  19.6576
C  14.8249  10.4673  19.0810
C  14.9685  9.3180  20.0886
O  13.4448  10.4983  18.8315
H  14.6875  12.1391  20.5828
H  14.9555  12.6287  18.9254
H  16.2725  11.9470  19.7386
H  15.3802  10.2803  18.1619
H  14.8656  8.3118  19.6823
H  14.3587  9.5134  20.9706
H  16.0018  9.3536  20.4337
H  13.1068  9.6280  19.0551
C  10.0593  18.5877  21.3070
C  10.2053  17.9931  22.7028
C  11.5419  17.3080  22.8231
O  10.1040  18.9591  23.6490
H  10.7197  19.4367  21.1305
H  9.0478  18.9527  21.1291
H  10.2723  17.8314  20.5515
H  9.5605  17.1630  22.9916
H  11.6982  17.1503  23.8903
H  12.2962  17.9564  22.3775
H  11.5697  16.3390  22.3247
H  10.7743  19.6130  23.4374
C  14.4594  21.0963  22.6596
C  13.1097  21.4976  22.1206
C  12.8637  20.9635  20.7145
O  12.0571  20.9811  22.9317
H  15.3151  21.4230  22.0687
H  14.5234  20.0083  22.6504
H  14.4995  21.4457  23.6913
H  12.9675  22.5726  22.0095
H  12.9346  19.8778  20.6482
H  13.6143  21.3360  20.0174
H  11.8957  21.2886  20.3331
H  12.3401  21.1879  23.8254
C  9.6088  16.5909  15.6503
C  9.3647  15.1954  16.2597
C  7.9475  14.9694  16.7404
O  9.6399  14.1987  15.2952
H  10.5676  16.5253  15.1361
H  9.5210  17.3586  16.4191
H  8.8863  16.7180  14.8441
H  9.9088  15.1169  17.2009
H  7.8216  14.1321  17.4267
H  7.2916  14.6975  15.9134
H  7.5643  15.8354  17.2801
H  10.5896  14.0640  15.2542
C  10.6188  14.5103  20.0051
C  11.7057  13.4479  20.0923
C  11.0895  12.1311  20.6004
O  12.1471  13.2402  18.7760
H  9.7489  14.1804  19.4372
H  10.9910  15.3991  19.4957
H  10.1012  14.8562  20.8999
H  12.4729  13.7176  20.8182
H  11.8369  11.3377  20.6097
H  10.1719  11.8227  20.0994
H  10.7166  12.2736  21.6147
H  12.5270  12.3611  18.7098
C  14.6727  22.7234  15.2294
C  13.4302  23.0522  16.1348
C  13.6533  24.2089  17.1188
O  12.4186  23.3856  15.2585
H  15.3658  22.0500  15.7337
H  15.1759  23.6078  14.8386
H  14.3300  22.1511  14.3673
H  13.0056  22.2404  16.7255
H  12.7421  24.7070  17.4500
H  14.3436  24.9353  16.6901
H  14.2000  23.7470  17.9410
H  12.6929  24.2288  14.8907
C  10.6362  14.6330  8.6578
C  11.6686  15.2565  9.5237
C  11.0962  15.9164  10.7404
O  12.5797  14.3058  9.9510
H  9.9567  15.3692  8.2284
H  10.0465  13.9997  9.3206
H  11.1088  13.9383  7.9634
H  12.2028  15.9838  8.9124
H  11.9610  16.3929  11.2022
H  10.7768  15.1520  11.4487
H  10.2270  16.5574  10.5933
H  12.1746  13.8330  10.6817
C  9.7994  21.5608  17.6441
C  9.6835  23.0458  17.9382
C  10.6686  23.5772  18.9779
O  9.9335  23.7377  16.7836
H  8.9195  21.3527  17.0355
H  9.8045  20.8595  18.4785
H  10.7156  21.2961  17.1162
H  8.6731  23.2606  18.2860
H  10.3132  23.2599  19.9583
H  10.6738  24.6653  19.0413
H  11.7059  23.2763  18.8306
H  10.8106  23.5271  16.4549
C  9.9413  21.1899  13.1587
C  10.9464  20.2701  13.8982
C  10.9999  18.9187  13.3097
O  12.1920  20.9005  13.7032
H  8.9629  20.7094  13.1598
H  10.1769  21.3748  12.1106
H  9.9159  22.2130  13.5340
H  10.7119  20.2613  14.9626
H  11.2916  18.8994  12.2597
H  10.0361  18.4478  13.5033
H  11.7925  18.3350  13.7778
H  12.2108  21.7968  14.0465
C  12.2384  18.8972  17.7231
C  13.5615  18.2013  17.6862
C  13.4038  16.8803  16.9794
O  14.6258  18.9208  17.1147
H  11.9291  18.9284  16.6783
H  12.3050  19.8590  18.2315
H  11.4920  18.2126  18.1262
H  13.8852  17.9919  18.7058
H  12.6924  16.2180  17.4726
H  14.3749  16.3853  16.9647
H  12.9730  17.0012  15.9855
H  14.3736  18.8207  16.1939
C  19.6939  16.7157  13.3885
C  19.7287  18.1483  13.8396
C  20.9853  18.4382  14.5646
O  19.8335  18.9034  12.6127
H  20.3653  16.5199  12.5524
H  18.7130  16.3426  13.0941
H  20.0418  16.0949  14.2141
H  18.8197  18.4982  14.3289
H  21.8748  18.3151  13.9469
H  21.0172  17.8430  15.4772
H  20.9131  19.4707  14.9066
H  19.9910  19.8072  12.8954

***

A structure of composition C27H18ClN8OS3V, computed with ωB97M-V/def2-TZVPD.

Orbital gap (alpha / beta) in eV: 6.13 / 6.51
Multiplicity: 3
E in Eh: -4151.87570
Molar mass in u: 653.094

Positions of all 59 atoms, in Å:
V  0.5786  0.3980  0.3383
Cl  -2.5557  3.6946  -5.4042
C  -1.9380  3.1605  -3.8707
C  -2.6356  3.4661  -2.7027
C  -2.1652  3.0531  -1.4768
C  -0.9835  2.2904  -1.3737
O  -0.5824  1.8970  -0.2035
C  -0.2733  2.0113  -2.5700
C  1.0219  1.3836  -2.5393
N  1.5478  0.8574  -1.4948
C  2.8777  0.3857  -1.5080
C  3.5760  -0.1185  -2.5674
C  4.9230  -0.5073  -2.3989
C  5.5470  -0.3876  -1.1918
C  4.8325  0.0927  -0.0687
C  5.3857  0.2349  1.2232
C  4.5939  0.6714  2.2446
C  3.2296  0.9172  2.0001
N  2.6819  0.8102  0.8106
C  3.4843  0.4431  -0.2294
C  -0.7601  2.4586  -3.8078
H  -3.5503  4.0410  -2.7713
H  -2.6932  3.3056  -0.5654
H  1.5863  1.3975  -3.4726
H  3.1070  -0.2328  -3.5359
H  5.4606  -0.9038  -3.2497
H  6.5840  -0.6750  -1.0734
H  6.4275  -0.0104  1.3895
H  4.9774  0.7914  3.2473
H  2.5748  1.1715  2.8202
H  -0.2053  2.2476  -4.7135
S  1.1130  -1.4966  1.7476
C  -0.0100  -2.7216  1.2249
C  -0.2557  -3.8393  2.0229
C  -1.1469  -4.8272  1.6268
C  -1.3858  -5.9476  2.4861
N  -1.5792  -6.8357  3.1899
C  -1.8107  -4.7118  0.3958
C  -1.5619  -3.6067  -0.4100
C  -0.6756  -2.6121  -0.0115
S  -0.3560  -1.2474  -1.0664
C  -2.7450  -5.7035  -0.0417
N  -3.4926  -6.4931  -0.4157
H  0.2537  -3.9344  2.9724
H  -2.0675  -3.5210  -1.3630
C  -4.7549  1.0260  1.3474
C  -3.5763  1.6814  1.9588
N  -3.5749  2.8028  2.6048
N  -2.2611  2.9974  2.9386
C  -1.4444  2.0285  2.5113
S  0.2020  1.8510  2.7284
N  -2.2987  1.1764  1.8809
N  -1.8423  0.0252  1.2662
H  -5.6418  1.6078  1.5824
H  -4.8808  0.0119  1.7283
H  -4.6440  0.9672  0.2631
H  -1.9773  3.8102  3.4562
H  -2.0907  -0.8058  1.7913
H  -2.1493  -0.0270  0.3002

***

The molecule C4H4N2O2 in a non-equilibrium geometry, computed with ωB97M-V/def2-TZVPD.

Orbital gap in eV: 8.83
Multiplicity: 1
E in Eh: -414.63676
Molar mass in u: 112.088

Positions of all 12 atoms, in Å:
O  2.1971  -1.3065  -0.0162
N  2.0697  -0.0697  0.0158
O  2.8369  0.9270  -0.2421
C  0.5986  0.1298  0.3588
C  -0.1208  1.1917  0.0623
C  -1.4919  0.7141  -0.1915
C  -1.4780  -0.6894  -0.1382
N  -0.1743  -1.0047  -0.0577
H  0.3259  2.1483  0.1707
H  -2.3480  1.2970  0.2307
H  -2.3229  -1.3576  -0.3682
H  -0.0923  -1.9799  0.1757

***

Question: What is the E in the third record?
Answer: -4151.87570 Eh

***

Question: Which value of multiplicity does entry 2 give?
Answer: 1

***

Question: E of number 4 (C4H4N2O2)?
Answer: -414.63676 Eh